97
Properties=species:S:1:pos:R:3:mulliken_charge:R:1 method="wB97M-V/def2-TZVPD" orbital_gap_ev=8.5 charge=0 fmax_ha_per_bohr=0.2081
C 2.9103 3.1062 2.5726 -1.88
C 1.9760 1.9811 2.3172 0.54
O 1.9829 1.7044 0.9677 -0.20
H 3.9288 3.0041 2.2552 0.40
H 2.9194 3.2206 3.6442 0.46
H 2.5608 3.9645 2.0765 0.45
H 0.9507 2.2277 2.6120 -0.05
H 2.2160 1.0793 2.7833 0.14
H 2.7934 2.0212 0.5902 0.09
C -1.3980 4.0877 -0.0316 0.28
O -1.7947 5.3487 0.2699 -0.81
N -1.2604 3.6521 -1.2226 -0.18
N -0.9530 3.3493 0.9586 0.16
H -1.5062 4.3488 -1.9352 0.22
H -0.3653 3.0758 -1.4095 0.22
H -1.0935 3.6668 1.9504 0.27
H -0.4966 2.4636 0.8674 -0.40
C 0.5786 -4.5962 0.9663 0.38
O 0.7844 -5.6577 1.8306 -0.77
N -0.3637 -3.7093 1.1464 -0.30
N 1.2911 -4.3662 -0.0726 -0.25
H -1.1388 -4.0225 1.7497 0.21
H -0.6367 -2.9282 0.5264 -0.08
H 2.0374 -5.1247 -0.2410 0.28
H 1.4469 -3.4830 -0.5740 0.60
C 1.7830 -1.9647 3.4776 0.25
O 2.8619 -2.7720 3.0447 -0.72
N 0.6722 -1.9725 2.8001 -0.35
N 1.9347 -1.1094 4.4648 -0.22
H 0.4585 -2.7499 2.1640 0.11
H -0.2081 -1.4585 3.1103 0.27
H 2.8782 -1.2173 4.9455 0.31
H 1.2152 -0.5106 4.8802 0.22
C 3.0793 -1.3118 -1.6701 0.15
O 3.2824 -0.0801 -1.0331 -0.62
N 2.0008 -2.0178 -1.3900 -0.65
N 3.6319 -1.4908 -2.8530 -0.34
H 1.4934 -1.5074 -0.6074 0.31
H 1.5721 -2.4972 -2.1527 0.31
H 4.3155 -0.8229 -3.1760 0.24
H 3.4194 -2.3518 -3.3810 0.25
C -0.3419 -0.5984 -0.0059 -0.79
O -1.4235 -1.3986 0.2035 -0.55
N -0.3339 0.4367 -0.7229 3.43
N 0.8486 -0.7236 0.4632 2.41
H -1.1992 0.5555 -1.2352 -0.78
H 0.4594 0.9738 -1.0205 -0.32
H 0.9381 -1.2965 1.4060 -0.69
H 1.3413 0.1831 0.5149 -0.59
C -3.7519 0.8096 0.1828 -0.10
O -3.7541 2.1567 -0.3704 -0.64
H -3.3775 0.0096 -0.4377 -0.13
H -4.8143 0.5720 0.3945 0.31
H -3.2514 0.8740 1.1633 0.03
H -2.8946 2.5249 -0.3496 0.31
C 1.0218 3.0044 -3.1537 -0.96
O 1.1555 2.4070 -1.8277 -0.43
H 1.6839 2.6291 -3.8611 0.36
H 1.2078 4.0946 -3.0230 0.30
H 0.0541 2.7920 -3.5474 0.28
H 2.0546 2.5639 -1.5208 0.09
C -4.1460 -1.9998 2.1087 -0.56
O -5.3633 -2.3499 1.5366 -0.52
H -3.3369 -2.3367 1.4534 0.25
H -3.8740 -2.4995 3.0348 0.51
H -4.0138 -0.9592 2.3783 -0.05
H -5.5080 -3.2825 1.8354 0.32
C -2.8841 1.8240 -3.7171 -1.23
O -2.1376 1.4035 -2.6073 -0.14
H -3.8725 2.0341 -3.4099 0.36
H -2.7755 1.0664 -4.4631 0.32
H -2.3912 2.7300 -4.0520 0.44
H -2.0127 2.2049 -2.0421 -0.07
C -1.2127 0.5484 3.2401 -0.02
O -1.7389 -0.6532 3.3954 -0.74
H -1.3884 1.0726 2.3198 -0.21
H -0.1586 0.3954 3.3548 -0.42
H -1.3876 1.1596 4.0735 0.73
H -2.6783 -0.4281 3.6210 0.42
C 0.4684 -0.6569 -4.2634 -0.56
O -0.0796 -0.4516 -5.5533 -0.53
H 1.5851 -0.7685 -4.2729 0.47
H 0.1098 -1.5776 -3.7863 0.25
H 0.3116 0.1842 -3.6095 -0.03
H 0.5463 -0.9127 -6.1597 0.35
C -3.0307 -1.7014 -2.8289 0.00
O -4.1519 -0.7398 -2.8945 -0.62
H -2.2357 -1.3982 -3.5136 -0.05
H -3.3806 -2.6928 -3.1579 0.42
H -2.5492 -1.8555 -1.8389 -0.09
H -3.7959 0.0983 -2.5489 0.18
C 4.8385 -0.1467 1.8493 -0.04
O 5.5734 -0.9236 2.8028 -0.55
H 4.7764 0.8744 2.2380 -0.03
H 3.8126 -0.5727 1.7354 -0.07
H 5.2258 -0.0658 0.8507 0.27
H 5.4729 -1.7725 2.4165 0.36

120
Properties=species:S:1:pos:R:3:mulliken_charge:R:1 method="wB97M-V/def2-TZVPD" orbital_gap_ev=9.4 charge=0 fmax_ha_per_bohr=0.0817
C -4.8430 0.2374 0.2832 0.20
O -5.7582 -0.1188 1.0346 -0.76
N -4.5142 1.5832 0.1156 -0.05
N -4.1165 -0.7074 -0.4581 -0.22
H -5.0519 2.2334 0.6973 0.25
H -3.5392 1.7328 -0.0990 -0.07
H -4.3710 -1.6190 -0.0652 0.45
H -3.1657 -0.5071 -0.5122 0.08
C 2.2921 -2.1714 -3.5500 0.55
O 2.6162 -3.1413 -2.8139 -0.90
N 1.2657 -2.3071 -4.3739 -0.32
N 2.7922 -0.8439 -3.6555 -0.48
H 0.6068 -3.0190 -4.0715 0.21
H 0.9898 -1.5307 -4.9080 0.24
H 3.3982 -0.4208 -2.9707 0.36
H 2.1094 -0.1523 -3.9313 0.16
C -3.7696 3.4288 -3.1794 0.45
O -3.3064 4.5348 -2.9409 -0.67
N -5.0521 3.0979 -2.8467 -0.46
N -2.9397 2.5885 -3.8343 -0.22
H -5.3777 3.8697 -2.2756 0.27
H -5.3889 2.1750 -2.5916 0.26
H -2.0437 3.0076 -4.0590 0.19
H -3.1263 1.7063 -4.2607 0.15
C 0.3969 1.7152 -3.9605 0.33
O 0.0443 0.7077 -4.5683 -0.68
N 1.4570 2.5030 -4.3934 -0.34
N -0.1351 2.1445 -2.7536 -0.19
H 1.8901 3.1939 -3.7908 0.24
H 2.0972 1.9865 -5.0085 0.32
H -0.8103 1.5251 -2.3197 0.20
H 0.5011 2.3132 -2.0002 0.05
C -3.2710 -2.5758 1.8599 0.39
O -4.0409 -3.1659 1.0862 -0.76
N -1.8843 -2.8482 1.7920 0.15
N -3.7400 -1.5848 2.7432 -0.45
H -1.3895 -2.3917 2.5440 -0.03
H -1.4654 -3.6138 1.2732 0.08
H -4.5640 -1.1018 2.3669 0.41
H -2.9625 -0.9207 2.9962 0.16
C 1.2067 4.2657 1.7643 0.40
O 0.9952 3.0706 1.5202 -0.57
N 1.6852 4.5874 2.9860 -0.30
N 0.9527 5.1994 0.8261 -0.43
H 1.8633 3.8462 3.6340 0.07
H 1.8606 5.5525 3.2433 0.17
H 0.9675 4.6806 -0.0857 0.22
H 1.4089 6.0880 0.8762 0.24
C 1.4480 -2.3702 2.8725 0.46
O 2.1850 -1.7060 2.1491 -0.62
N 0.8383 -1.6986 3.8478 -0.17
N 1.2400 -3.6178 2.6279 -0.29
H 0.0883 -2.0254 4.4259 0.29
H 0.9157 -0.6890 3.7817 -0.06
H 0.6532 -4.1766 3.2100 0.25
H 1.3181 -3.9982 1.7112 0.04
C 4.7299 -1.4010 -1.0496 0.36
O 5.1591 -0.3383 -0.5182 -0.81
N 3.7495 -2.1410 -0.4614 0.05
N 5.0252 -1.7832 -2.3197 -0.36
H 3.3972 -1.8835 0.4636 0.12
H 3.3716 -2.9146 -0.9609 0.20
H 5.7405 -1.1971 -2.7371 0.24
H 4.4429 -2.4190 -2.8569 0.28
C 3.2280 1.4907 4.2535 0.56
O 3.3448 2.7132 4.5030 -0.75
N 3.9662 0.5816 4.9435 -0.33
N 2.4421 1.0469 3.2294 0.55
H 3.7275 -0.4117 4.8782 0.18
H 4.6029 0.8991 5.6367 0.23
H 1.9693 1.7743 2.7116 -0.59
H 2.5420 0.1521 2.7693 0.24
C 1.0274 -6.0870 -0.4428 0.63
O 0.7966 -5.1038 0.2799 -0.66
N 1.8212 -5.9113 -1.4985 -0.29
N 0.4562 -7.2756 -0.1775 -0.45
H 1.9473 -4.9271 -1.6380 0.20
H 2.0512 -6.6195 -2.1701 0.18
H 0.7022 -8.1542 -0.5558 0.20
H 0.2167 -7.3491 0.7883 0.26
C -2.4340 4.2389 0.5408 0.07
O -2.4243 4.0213 1.7592 -0.69
N -3.1554 5.2646 0.1214 -0.28
N -1.8983 3.2885 -0.2949 0.45
H -3.4399 5.9662 0.7914 0.28
H -3.1146 5.6437 -0.8012 0.20
H -2.2658 3.2617 -1.2333 0.10
H -1.6750 2.4506 0.1381 -0.45
C 3.3010 2.3489 -1.4527 0.36
O 2.6319 3.3256 -1.6808 -0.72
N 4.3023 1.9955 -2.2331 -0.26
N 3.0218 1.6405 -0.2664 0.18
H 4.3813 2.5755 -3.0391 0.25
H 5.0634 1.4852 -1.8462 0.22
H 2.4630 2.1765 0.3507 -0.24
H 3.6594 0.9589 0.1412 0.27
C -1.5776 1.1407 4.3927 0.59
O -1.5746 -0.0931 4.2769 -0.64
N -0.8748 1.7261 5.4229 -0.44
N -2.1796 1.9772 3.5652 -0.08
H -0.4784 2.6458 5.3250 0.18
H -0.4315 1.1420 6.0996 0.24
H -1.9618 2.9484 3.4507 0.21
H -2.8589 1.6305 2.9168 0.02
C -0.2349 -0.3048 -0.2095 -1.32
O -1.2001 0.4345 -0.5565 0.12
N 0.0818 -1.3162 -0.9225 1.58
N 0.4267 0.0276 0.9163 2.26
H 0.8841 -1.8982 -0.8588 -0.39
H -0.4809 -1.4298 -1.7415 -0.01
H 0.1225 0.9522 1.1583 -0.73
H 1.3474 -0.2861 1.2304 -0.70
C -2.1575 -3.7535 -2.2922 0.36
O -1.5212 -3.3385 -3.2414 -0.62
N -3.5146 -3.4280 -2.0216 -0.34
N -1.5556 -4.4610 -1.2586 -0.03
H -4.1414 -3.0968 -2.7744 0.20
H -3.9039 -3.6090 -1.0935 0.18
H -2.0058 -4.9963 -0.5901 0.26
H -0.5401 -4.5487 -1.2505 -0.12

LUMO values (in Ha) by entry order: -0.009; 0.004.
Electronic energy values (in eV) by entry order: -60055.2873; -91962.1394.